w:
C4H5FO | ωB97M-V with the def2-TZVPD basis set

Calculated values
**Orbital gap**: 9.552 eV
**HOMO energy**: -9.810 eV
**Structure (SMILES)**: C=C(C=O)CF

CARTESIAN COORDINATES (ANGSTROEM)
C -1.170 -0.861 -0.727
C -0.180 -0.122 -0.037
C 0.017 1.358 -0.217
O 0.753 2.137 0.219
C 0.803 -0.523 0.983
F 1.973 -0.186 0.153
H -1.074 -1.867 -0.848
H -1.569 -0.097 -1.574
H -0.843 1.559 -0.904
H 0.748 0.187 1.857
H 0.541 -1.586 1.096

Löwdin atomic charge list, values in e, 6 entries:
1. C 0.125
2. C -0.267
3. C -0.305
4. O 0.130
5. C -0.105
6. F -0.079

***

x:
C4H5FO | ωB97M-V with the def2-TZVPD basis set

Calculated values
**Orbital gap**: 10.480 eV
**HOMO energy**: -10.133 eV
**Structure (SMILES)**: C=C(F)C(C)=O

CARTESIAN COORDINATES (ANGSTROEM)
C -1.859 0.822 -0.009
C -0.862 -0.059 -0.044
F -1.108 -1.377 -0.146
C 0.579 0.406 -0.111
C 1.606 -0.728 0.015
O 0.790 1.575 -0.141
H -2.929 0.507 0.065
H -1.672 1.913 0.135
H 1.484 -1.059 1.082
H 2.604 -0.409 -0.244
H 1.368 -1.590 -0.602

Löwdin atomic charge list, values in e, 6 entries:
1. C 0.109
2. C -0.301
3. F 0.050
4. C -0.410
5. C 0.000
6. O 0.107

***

y:
C4H5FO | ωB97M-V with the def2-TZVPD basis set

Calculated values
**Orbital gap**: 9.976 eV
**HOMO energy**: -10.155 eV
**Structure (SMILES)**: C=C(C=O)CF

CARTESIAN COORDINATES (ANGSTROEM)
C 0.636 1.024 0.958
C 0.204 0.081 0.126
C 1.083 -0.656 -0.750
O 0.665 -1.395 -1.651
C -1.262 -0.228 -0.098
F -1.689 0.073 -1.384
H -0.049 1.558 1.566
H 1.628 1.192 1.222
H 2.141 -0.579 -0.627
H -1.378 -1.312 -0.044
H -1.978 0.241 0.681

Löwdin atomic charge list, values in e, 6 entries:
1. C 0.122
2. C -0.250
3. C -0.211
4. O 0.051
5. C -0.170
6. F -0.042

***

z:
C4H5FO | ωB97M-V with the def2-TZVPD basis set

Calculated values
**Orbital gap**: 10.663 eV
**HOMO energy**: -9.581 eV
**Structure (SMILES)**: F/C=C\[C@@H]1CO1

CARTESIAN COORDINATES (ANGSTROEM)
F 2.300 -0.630 -0.073
C 1.662 0.569 0.029
C 0.335 0.633 0.016
C -0.704 -0.372 -0.247
C -2.039 0.200 -0.437
O -1.654 -0.378 0.757
H 2.398 1.305 0.323
H 0.039 1.617 0.259
H -0.492 -1.334 -0.729
H -2.202 1.273 -0.375
H -2.731 -0.341 -1.044

Löwdin atomic charge list, values in e, 6 entries:
1. F -0.013
2. C -0.112
3. C -0.035
4. C -0.293
5. C -0.134
6. O -0.009

***

Least stable of them? w.

***

w:
C16H17NO | ωB97M-V with the def2-TZVPD basis set

Calculated values
**Orbital gap**: 8.616 eV
**HOMO energy**: -7.814 eV
**Structure (SMILES)**: Cc1c[nH]c2ccccc12.Cc1ccc(O)cc1

CARTESIAN COORDINATES (ANGSTROEM)
C -2.362 0.806 3.152
C -1.281 -0.121 3.618
C -1.174 -0.933 4.675
N 0.177 -1.259 4.901
C 0.947 -0.704 3.918
C 2.325 -0.620 3.784
C 2.792 -0.183 2.529
C 1.979 0.288 1.542
C 0.588 0.377 1.765
C 0.079 -0.067 2.946
H -1.868 1.758 2.960
H -3.058 1.084 3.970
H -3.054 0.398 2.425
H -1.794 -1.284 5.484
H 0.497 -1.760 5.713
H 2.937 -1.105 4.533
H 3.850 0.052 2.614
H 2.219 0.833 0.639
H -0.014 0.760 0.954
C -0.866 2.345 -3.025
C -0.478 1.012 -3.644
C 0.803 0.788 -4.129
C 1.120 -0.456 -4.647
C 0.256 -1.551 -4.540
O 0.775 -2.779 -4.742
C -1.002 -1.335 -3.963
C -1.354 -0.072 -3.482
H -0.877 2.190 -1.942
H -1.657 2.915 -3.517
H -0.051 3.050 -3.266
H 1.400 1.623 -4.462
H 2.000 -0.627 -5.249
H 0.103 -3.448 -4.614
H -1.621 -2.196 -3.768
H -2.338 0.221 -3.130

Löwdin atomic charge list, values in e, 6 entries:
1. C -0.059
2. C -0.217
3. C -0.058
4. N 0.056
5. C -0.224
6. C -0.026

***

x:
C16H17NO | ωB97M-V with the def2-TZVPD basis set

Calculated values
**Orbital gap**: 8.880 eV
**HOMO energy**: -8.094 eV
**Structure (SMILES)**: Cc1c[nH]c2ccccc12.Cc1ccc(O)cc1

CARTESIAN COORDINATES (ANGSTROEM)
C 1.225 -1.486 -2.844
C 1.631 -1.752 -1.446
C 0.951 -2.667 -0.720
N 1.089 -2.431 0.652
C 1.863 -1.250 0.747
C 2.247 -0.524 1.870
C 2.922 0.667 1.689
C 3.296 1.087 0.403
C 2.780 0.431 -0.734
C 2.181 -0.780 -0.519
H 1.460 -0.419 -3.072
H 0.106 -1.441 -2.977
H 1.695 -2.020 -3.682
H 0.362 -3.414 -1.220
H 0.536 -2.748 1.423
H 2.120 -0.946 2.879
H 3.080 1.248 2.633
H 4.016 1.932 0.317
H 3.344 0.802 -1.579
C -2.339 1.925 2.670
C -2.358 1.292 1.322
C -1.155 1.043 0.683
C -1.140 0.556 -0.641
C -2.362 0.314 -1.243
O -2.439 -0.172 -2.554
C -3.574 0.406 -0.597
C -3.569 1.004 0.680
H -1.406 2.427 2.848
H -2.526 1.270 3.542
H -3.023 2.807 2.534
H -0.149 1.120 1.083
H -0.303 0.551 -1.336
H -1.559 -0.394 -2.867
H -4.507 0.455 -1.153
H -4.495 1.107 1.208

Löwdin atomic charge list, values in e, 6 entries:
1. C -0.063
2. C -0.245
3. C -0.057
4. N 0.106
5. C -0.216
6. C -0.045

***

y:
C16H17NO | ωB97M-V with the def2-TZVPD basis set

Calculated values
**Orbital gap**: 7.894 eV
**HOMO energy**: -7.187 eV
**Structure (SMILES)**: Cc1c[nH]c2ccccc12.Cc1ccc(O)cc1

CARTESIAN COORDINATES (ANGSTROEM)
C 1.369 0.760 2.881
C 0.419 -0.292 2.253
C 0.737 -1.730 2.264
N -0.334 -2.460 1.913
C -1.414 -1.494 1.703
C -2.721 -1.758 1.541
C -3.554 -0.691 1.151
C -3.101 0.691 1.224
C -1.768 0.979 1.481
C -0.891 -0.080 1.851
H 0.811 1.753 3.055
H 2.209 0.850 2.179
H 1.719 0.448 3.767
H 1.656 -2.037 2.251
H -0.324 -3.460 1.977
H -3.199 -2.664 1.268
H -4.405 -0.869 0.523
H -3.813 1.422 1.056
H -1.400 2.024 1.568
C 2.271 2.920 -0.687
C 1.835 1.734 -1.416
C 2.642 0.964 -2.254
C 2.158 -0.177 -2.943
C 0.794 -0.365 -3.025
O 0.171 -1.207 -3.965
C -0.076 0.422 -2.220
C 0.411 1.395 -1.378
H 2.614 3.652 -1.436
H 3.214 2.802 0.009
H 1.422 3.226 -0.161
H 3.696 1.046 -2.212
H 2.811 -0.861 -3.366
H 0.583 -2.093 -3.911
H -1.123 0.059 -2.151
H -0.175 1.920 -0.651

Löwdin atomic charge list, values in e, 6 entries:
1. C -0.034
2. C -0.196
3. C -0.046
4. N 0.085
5. C -0.149
6. C -0.059

***

z:
C16H17NO | ωB97M-V with the def2-TZVPD basis set

Calculated values
**Orbital gap**: 8.803 eV
**HOMO energy**: -8.038 eV
**Structure (SMILES)**: Cc1c[nH]c2ccccc12.Cc1ccc(O)cc1

CARTESIAN COORDINATES (ANGSTROEM)
C 3.133 0.345 -3.522
C 3.029 0.907 -2.169
C 3.839 0.911 -1.092
N 3.217 1.505 0.001
C 1.906 1.723 -0.367
C 0.902 2.347 0.419
C -0.172 2.835 -0.225
C -0.340 2.679 -1.640
C 0.615 2.016 -2.389
C 1.748 1.501 -1.751
H 2.496 -0.574 -3.569
H 4.121 0.066 -3.904
H 2.769 0.997 -4.332
H 4.820 0.476 -0.979
H 3.573 1.316 0.922
H 1.046 2.354 1.478
H -0.916 3.451 0.271
H -1.179 3.086 -2.199
H 0.378 1.848 -3.423
C -1.721 -0.874 4.153
C -2.005 -1.478 2.847
C -2.523 -2.761 2.649
C -2.630 -3.335 1.375
C -2.341 -2.523 0.320
O -2.697 -3.079 -0.949
C -1.943 -1.209 0.413
C -1.813 -0.692 1.696
H -0.722 -1.137 4.551
H -2.464 -1.072 4.897
H -1.632 0.200 4.111
H -2.799 -3.385 3.497
H -2.754 -4.409 1.265
H -1.995 -3.661 -1.244
H -2.088 -0.586 -0.465
H -1.629 0.390 1.753

Löwdin atomic charge list, values in e, 6 entries:
1. C -0.069
2. C -0.244
3. C -0.068
4. N 0.073
5. C -0.208
6. C -0.039

***

Least stable of them? y.

***

w:
C3H7NO4S | ωB97M-V with the def2-TZVPD basis set

Calculated values
**Orbital gap**: 10.166 eV
**HOMO energy**: -9.806 eV

CARTESIAN COORDINATES (ANGSTROEM)
C 1.187 1.026 -0.567
C -0.310 0.499 -0.032
C -2.316 -1.329 -0.103
N -1.009 -0.842 -0.401
O 1.832 -1.505 -0.734
O -3.176 -0.669 0.411
O 2.174 -0.192 1.414
O -1.171 1.527 -0.376
S 2.429 -0.275 -0.241
H 1.129 1.223 -1.633
H 1.385 1.920 0.006
H -0.179 0.437 1.060
H -2.405 -2.366 -0.437
H -0.355 -1.508 -0.796
H 2.614 -0.906 1.880
H -2.050 1.305 -0.031

Löwdin atomic charge list, values in e, 6 entries:
1. C -0.201
2. C -0.335
3. C -0.324
4. N 0.076
5. O -0.478
6. O 0.024

***

x:
C3H7NO4S | ωB97M-V with the def2-TZVPD basis set

Calculated values
**Orbital gap**: 10.433 eV
**HOMO energy**: -9.948 eV

CARTESIAN COORDINATES (ANGSTROEM)
C 0.843 -0.758 0.056
C -0.227 -0.653 -0.954
C 1.662 0.591 0.117
H 2.627 -1.500 0.601
H 2.101 -2.055 -0.941
H 0.388 -0.844 1.085
H -0.136 -1.596 -1.557
H -0.068 0.132 -1.737
H -1.262 1.737 -0.167
H 1.350 2.389 0.560
N 1.713 -1.872 0.059
O -1.938 1.188 -0.627
O -1.605 -0.394 1.409
O 0.745 1.665 0.264
O 2.814 0.804 -0.045
S -1.924 -0.396 -0.099

Löwdin atomic charge list, values in e, 6 entries:
1. C -0.462
2. C -0.250
3. C -0.422
4. H 0.146
5. H 0.118
6. H 0.136

***

Least stable of them? x.

***

w:
C3H11N2 | ωB97M-V with the def2-TZVPD basis set

Calculated values
**Orbital gap**: 11.339 eV
**Net charge**: +1
**HOMO energy**: -14.824 eV

CARTESIAN COORDINATES (ANGSTROEM)
C 2.446 0.076 -0.981
N 1.392 -0.351 0.023
H 1.877 0.095 -1.969
H 2.892 1.028 -0.736
H 3.186 -0.727 -0.991
H 1.174 -1.331 -0.162
H 0.322 0.183 0.038
H 1.688 -0.270 0.997
C -1.974 -0.502 1.269
C -1.692 0.888 -0.614
N -1.177 -0.050 0.115
H -3.003 -0.740 1.129
H -1.978 0.334 2.015
H -1.277 -1.256 1.670
H -1.119 1.562 -1.279
H -2.756 1.061 -0.524

Löwdin atomic charge list, values in e, 6 entries:
1. C -0.032
2. N 0.040
3. H 0.118
4. H 0.086
5. H 0.091
6. H 0.139

***

x:
C3H11N2 | ωB97M-V with the def2-TZVPD basis set

Calculated values
**Orbital gap**: 10.086 eV
**Net charge**: +1
**HOMO energy**: -13.629 eV

CARTESIAN COORDINATES (ANGSTROEM)
C 0.946 -2.044 1.721
N 1.266 -0.876 0.724
H 1.890 -2.561 2.106
H 0.507 -1.719 2.682
H 0.081 -2.493 1.410
H 0.905 -1.359 -0.189
H 2.200 -0.552 0.657
H 0.722 -0.013 0.786
C -0.648 1.211 -2.210
C -1.537 1.634 0.010
N -0.629 1.077 -0.726
H 0.210 2.004 -2.407
H -1.626 1.635 -2.632
H -0.243 0.303 -2.772
H -1.422 1.723 1.081
H -2.621 2.029 -0.240

Löwdin atomic charge list, values in e, 6 entries:
1. C 0.009
2. N 0.152
3. H 0.136
4. H 0.099
5. H 0.057
6. H 0.200

***

Least stable of them? x.

***

w:
C3H11N2 | ωB97M-V with the def2-TZVPD basis set

Calculated values
**Orbital gap**: 10.012 eV
**Net charge**: +1
**HOMO energy**: -14.410 eV

CARTESIAN COORDINATES (ANGSTROEM)
C -1.270 0.370 -3.485
C -2.203 -0.029 -2.318
H -1.454 1.425 -3.802
H -0.209 0.344 -3.174
H -1.278 -0.212 -4.411
H -3.126 -0.590 -2.548
H -2.548 0.813 -1.694
H -1.747 -0.712 -1.581
N 1.862 -0.264 3.087
C 0.944 -0.436 2.098
N 0.877 0.295 1.035
H 2.433 0.542 3.275
H 1.750 -0.947 3.815
H 0.499 -1.423 2.109
H 0.453 -0.038 0.179
H 1.245 1.247 1.051

Löwdin atomic charge list, values in e, 6 entries:
1. C -0.164
2. C -0.181
3. H 0.073
4. H 0.050
5. H 0.063
6. H 0.068

***

x:
C3H11N2 | ωB97M-V with the def2-TZVPD basis set

Calculated values
**Orbital gap**: 11.150 eV
**Net charge**: +1
**HOMO energy**: -14.482 eV

CARTESIAN COORDINATES (ANGSTROEM)
C 1.368 2.350 0.350
N 0.095 1.644 -0.038
H 1.146 3.409 0.349
H 2.149 2.056 -0.339
H 1.612 2.019 1.355
H -0.336 2.178 -0.803
H -0.041 0.614 -0.303
H -0.657 1.760 0.662
C -1.167 -1.877 0.800
C -0.015 -1.501 -1.191
N -0.261 -1.063 -0.021
H -0.884 -1.771 1.841
H -2.152 -1.421 0.709
H -1.139 -2.914 0.482
H 0.720 -1.007 -1.814
H -0.571 -2.378 -1.513

Löwdin atomic charge list, values in e, 6 entries:
1. C 0.001
2. N 0.093
3. H 0.100
4. H 0.099
5. H 0.100
6. H 0.158

***

y:
C3H11N2 | ωB97M-V with the def2-TZVPD basis set

Calculated values
**Orbital gap**: 10.909 eV
**Net charge**: +1
**HOMO energy**: -14.401 eV
**Structure (SMILES)**: C[NH2+]CCN

CARTESIAN COORDINATES (ANGSTROEM)
C -1.002 -1.105 -1.361
N 0.250 -1.078 -0.361
C 1.130 0.263 -0.116
C 0.621 0.917 1.128
N -0.883 1.205 1.113
H -0.732 -0.664 -2.244
H -1.268 -2.243 -1.537
H -1.775 -0.346 -1.104
H -0.242 -1.323 0.598
H 0.977 -1.936 -0.477
H 0.866 0.874 -1.006
H 2.026 -0.193 -0.142
H 1.223 1.765 1.248
H 0.741 0.303 2.079
H -0.934 1.764 0.257
H -0.999 1.796 1.925

Löwdin atomic charge list, values in e, 6 entries:
1. C 0.013
2. N -0.016
3. C -0.070
4. C -0.254
5. N 0.020
6. H 0.036

***

Least stable of them? y.